No. 1
The following is a DFT calculation (ωB97M-V/def2-TZVPD) of 2 unconnected molecules or ions with the total composition C4H6N2O.

The calculation puts the orbital gap at 0.3022 Eh. The value obtained for the highest occupied orbital energy is -0.294 Eh.

Last column: natural (NBO) charge in e.
CARTESIAN COORDINATES (ANGSTROEM)
C  -0.73133  0.05575  -0.65428  0.371
C  0.05779  1.25994  -0.17836  -0.155
C  1.33392  -0.18626  1.02558  0.031
C  0.61578  -1.24627  0.71588  -0.100
H  -2.70480  0.97758  -1.14184  0.361
H  -0.31380  1.70966  0.81015  0.218
H  -0.14669  2.26725  -1.00058  0.230
H  2.22361  -0.18681  1.92379  0.212
H  0.87330  -2.15341  1.10862  0.214
H  -0.45256  -2.21254  -1.27985  0.450
N  -1.97649  0.03227  -1.09523  -0.687
N  -0.25733  -1.22120  -0.34360  -0.618
O  1.47859  0.90404  0.10973  -0.526

Atoms 1-3, force components in eV/Å:
-4.64 0.02 -0.68
0.21 3.24 -0.38
4.65 1.33 1.80

No. 2
The following is a DFT calculation (ωB97M-V/def2-TZVPD) of a molecular structure, C10H20ClFeO24S5.

The calculation puts the orbital gap (alpha / beta) at 0.1048 / 0.0865 Eh. The spin multiplicity is 5. As for the total charge: +1. The value obtained for the highest occupied orbital energy (alpha / beta) is -0.471 / -0.471 Eh.

Last column: natural (NBO) charge in e.
CARTESIAN COORDINATES (ANGSTROEM)
Fe  2.25088  -0.26659  4.34371  1.688
Cl  0.74957  -0.45378  1.05093  2.509
O  0.85471  -1.05972  2.43712  -0.934
O  2.07206  -0.46969  0.50195  -0.809
O  -0.06465  -1.29913  0.24631  -0.731
O  0.19667  0.84615  1.09244  -0.731
C  -2.62140  -3.55902  2.79001  -0.104
C  -2.65517  -2.06099  2.35626  -0.090
O  -3.91926  -1.60274  2.76859  -0.663
S  -4.57043  -2.57456  3.94464  2.519
O  -5.97566  -2.66109  3.83760  -0.857
O  -4.04247  -2.24188  5.23097  -0.912
O  -3.87795  -3.90193  3.32059  -0.661
H  -1.86765  -3.66033  3.57685  0.166
H  -2.34771  -4.25194  1.99894  0.212
H  -2.58703  -2.02712  1.27180  0.226
H  -1.82446  -1.54041  2.83177  0.164
C  -0.76807  3.90024  2.64211  -0.084
C  -0.55674  5.12833  3.56445  -0.119
O  0.28273  6.09293  2.94270  -0.658
S  0.82149  5.46538  1.56518  2.536
O  2.00724  4.70250  1.77694  -0.925
O  0.84417  6.44481  0.54747  -0.853
O  -0.42199  4.42903  1.39017  -0.659
H  -1.78260  3.51427  2.69172  0.224
H  -0.13571  3.08194  3.00936  0.146
H  -0.41076  4.88734  4.61539  0.198
H  -1.55989  5.56593  3.55728  0.199
C  5.26789  -0.35139  -1.42996  -0.109
C  5.90285  -1.26143  -0.38505  -0.097
O  7.01466  -0.56875  0.20232  -0.681
S  6.98217  0.99809  -0.25408  2.530
O  8.25814  1.42705  -0.67862  -0.854
O  6.14510  1.73407  0.63556  -0.913
O  6.13135  0.74642  -1.60412  -0.666
H  4.28128  -0.05268  -1.07127  0.195
H  5.12384  -0.89955  -2.35928  0.209
H  6.37561  -2.15412  -0.78816  0.209
H  5.13148  -1.47636  0.35451  0.176
C  1.49123  -2.67969  -2.59734  -0.100
C  1.33026  -3.70192  -3.73319  -0.118
O  0.78500  -2.95188  -4.83988  -0.673
S  -0.27478  -1.92714  -4.21748  2.544
O  -1.44060  -2.65469  -3.84687  -0.916
O  -0.43292  -0.73867  -4.97054  -0.872
O  0.62222  -1.60470  -2.91362  -0.684
H  2.52730  -2.33854  -2.55807  0.182
H  1.20065  -2.90637  -1.57068  0.211
H  0.66369  -4.55552  -3.62050  0.215
H  2.31094  -4.06939  -4.02492  0.212
C  -4.24330  0.32676  -3.18169  -0.098
C  -4.58539  1.76565  -2.92753  -0.107
O  -4.33111  1.93093  -1.54029  -0.680
S  -3.09289  1.05583  -1.01909  2.535
O  -3.47814  0.39019  0.18364  -0.912
O  -1.83218  1.71285  -0.99745  -0.888
O  -3.15406  0.04707  -2.30917  -0.682
H  -3.96395  0.02969  -4.18918  0.228
H  -5.13248  -0.25472  -2.92176  0.189
H  -5.60644  2.05269  -3.17960  0.219
H  -4.06735  2.50229  -3.54995  0.198

Atoms 1-3, force components in eV/Å:
-1.63 -0.63 -2.71
0.25 0.99 -4.73
1.08 0.12 3.59

No. 3
The following is a DFT calculation (ωB97M-V/def2-TZVPD) of a single C21H25N3O4 molecule.

The calculation puts the orbital gap at 0.3257 Eh. Its structure (SMILES) is COc1cccc(NC(=O)COc2ccc(C(=O)N3CCN(C)CC3)cc2)c1. The value obtained for the highest occupied orbital energy is -0.305 Eh.

Last column: natural (NBO) charge in e.
CARTESIAN COORDINATES (ANGSTROEM)
C  -1.99267  -5.22245  6.73928  -0.255
H  -2.04729  -5.89850  7.59111  0.199
O  -2.93757  -4.20962  6.99755  -0.509
C  -3.08383  -3.21202  6.08764  0.409
C  -2.36371  -3.12383  4.90246  -0.377
C  -2.58731  -2.05750  4.03857  0.177
C  -3.52523  -1.08068  4.35535  -0.276
C  -4.23963  -1.17832  5.53651  -0.176
C  -4.02748  -2.23163  6.40114  -0.304
H  -4.57662  -2.32028  7.32434  0.222
H  -4.97003  -0.42267  5.78310  0.216
H  -3.69353  -0.25432  3.68045  0.205
N  -1.88918  -1.92529  2.83203  -0.595
C  -0.97421  -2.74703  2.27808  0.664
O  -0.57026  -3.79475  2.73332  -0.608
C  -0.46054  -2.24865  0.92064  -0.157
O  -0.83550  -0.90812  0.70152  -0.512
C  -0.45904  -0.30192  -0.46449  0.297
C  0.23245  -0.92338  -1.49663  -0.261
C  0.54680  -0.20770  -2.63919  -0.163
C  0.20828  1.13212  -2.75964  -0.159
C  -0.48932  1.74852  -1.72454  -0.164
C  -0.82372  1.03916  -0.59152  -0.255
H  -1.37030  1.50502  0.21352  0.224
H  -0.78402  2.78323  -1.81564  0.219
C  0.50859  1.85195  -4.03695  0.674
O  0.05472  1.46878  -5.10069  -0.621
N  1.29143  2.95134  -3.93402  -0.437
C  2.02097  3.34211  -2.74703  -0.239
H  2.08176  2.48988  -2.06733  0.219
C  3.44031  3.80596  -3.15518  -0.231
N  3.94346  3.11702  -4.32035  -0.440
C  4.16944  1.70097  -4.10948  -0.410
H  4.78674  1.57688  -3.22036  0.199
H  3.25290  1.10980  -3.98512  0.165
H  4.71949  1.30844  -4.96425  0.204
C  3.12625  3.42250  -5.48876  -0.226
C  1.64998  3.68857  -5.12678  -0.251
H  0.98846  3.36230  -5.92981  0.254
H  1.48407  4.75361  -4.93457  0.188
H  3.54319  4.31218  -5.97473  0.194
H  3.19565  2.58928  -6.18799  0.205
H  3.43328  4.87363  -3.38984  0.195
H  4.12908  3.64814  -2.32288  0.209
H  1.49995  4.15831  -2.22938  0.191
H  1.06445  -0.69815  -3.45010  0.226
H  0.52230  -1.95979  -1.43088  0.218
H  -0.88360  -2.90996  0.15099  0.203
H  0.63053  -2.36577  0.91273  0.207
H  -2.09555  -1.08671  2.30254  0.421
H  -1.63270  -3.86390  4.62947  0.262
H  -0.97985  -4.81564  6.66232  0.180
H  -2.23187  -5.77112  5.82347  0.181

Atoms 1-3, force components in eV/Å:
0.16 -0.17 -0.04
0.04 0.02 -0.08
-0.20 0.26 -0.01

No. 4
The following is a DFT calculation (ωB97M-V/def2-TZVPD) of a molecular structure, C4H15N2O2.

The calculation puts the orbital gap at 0.1967 Eh. As for the total charge: +1. The value obtained for the highest occupied orbital energy is -0.513 Eh.

Last column: natural (NBO) charge in e.
CARTESIAN COORDINATES (ANGSTROEM)
N  -1.44399  0.15334  0.00668  -0.624
C  -0.69470  -0.86962  -0.72958  -0.236
C  0.26281  -0.19574  -1.70127  -0.249
N  1.05402  0.88749  -1.06810  -0.451
C  2.25408  0.65278  -0.27770  -0.276
C  1.95737  0.49689  1.25978  -0.264
O  0.59387  0.18214  1.67324  -0.650
H  -2.33620  -0.27856  0.35961  0.419
H  -0.10596  -1.48174  -0.05676  0.224
H  -0.80217  0.42644  0.75683  0.416
H  -1.34203  -1.53593  -1.26945  0.246
H  1.77419  -1.88373  0.07916  0.073
H  -0.36595  0.29706  -2.47712  0.249
H  0.93555  -0.97674  -2.14283  0.244
H  1.14702  1.67512  -1.73295  0.416
H  2.94779  1.53912  -0.39034  0.264
H  2.80669  -0.21647  -0.68982  0.245
H  2.83738  -0.13789  1.75989  0.237
H  2.06965  1.52248  1.65154  0.242
H  1.19659  -0.54732  1.02234  0.470
H  -5.17008  0.66745  0.84486  0.483
H  -5.00847  -0.38991  1.95218  0.487
O  -4.56746  0.01333  1.16979  -0.966

Atoms 1-3, force components in eV/Å:
-0.27 -3.88 -0.53
-2.26 2.59 -0.33
0.75 1.56 0.18

Energy relative to the best compared isomer or geometry (same formula, charge and spin)? In order: 143.8; 137.7; 64.5; 250.5 kcal/mol.
Electronic energy? In order: -340.56571; -5912.69194; -1280.45702; -420.79431 a.u..